The following is a DFT calculation (ωB97M-V/def2-TZVPD) of a 13-piece molecular cluster, C45H111O40P7S6 overall in a non-equilibrium geometry.

The geometry in ORCA input format:
```
! RIJCOSX wB97M-V def2-TZVPD def2/J DEFGRID3
* xyz 0 1
C -8.332 -17.629 -13.595
O -6.963 -17.260 -13.696
P -6.408 -16.333 -14.921
O -6.601 -16.852 -16.268
O -7.165 -14.944 -14.705
C -6.829 -13.726 -15.412
O -4.836 -16.001 -14.571
C -4.440 -15.593 -13.275
H -8.699 -17.873 -14.592
H -8.904 -16.815 -13.150
H -8.493 -18.507 -12.970
H -6.640 -12.889 -14.739
H -7.574 -13.230 -16.034
H -5.900 -13.862 -15.966
H -3.390 -15.833 -13.107
H -5.055 -16.056 -12.504
H -4.550 -14.509 -13.242
C -2.250 -22.804 -14.811
O -2.571 -23.754 -15.794
P -1.402 -24.171 -16.883
O -0.532 -22.998 -17.230
O -2.347 -24.812 -18.093
C -3.272 -24.040 -18.693
O -0.840 -25.533 -16.133
C -1.775 -26.566 -15.774
H -3.051 -22.717 -14.077
H -2.081 -21.822 -15.251
H -1.385 -23.054 -14.196
H -2.886 -23.586 -19.606
H -3.498 -23.219 -18.012
H -4.256 -24.481 -18.854
H -1.467 -27.497 -16.251
H -2.806 -26.343 -16.048
H -1.810 -26.722 -14.696
C 0.635 -17.066 -15.041
O 0.892 -16.066 -16.045
P 0.196 -14.589 -16.077
O 0.383 -13.810 -14.802
O -1.326 -14.899 -16.628
C -2.342 -15.007 -15.669
O 0.941 -14.025 -17.373
C 2.123 -13.232 -17.209
H -0.004 -16.693 -14.241
H 1.633 -17.406 -14.765
H 0.185 -17.909 -15.567
H -2.261 -14.098 -15.073
H -2.277 -15.915 -15.068
H -3.298 -14.921 -16.185
H 2.374 -12.759 -16.259
H 2.052 -12.347 -17.841
H 2.982 -13.743 -17.645
C 3.400 -20.712 -10.171
O 2.194 -21.394 -9.772
P 1.045 -20.618 -8.853
O 0.430 -19.444 -9.533
O -0.053 -21.698 -8.416
C -1.076 -21.404 -7.425
O 1.829 -20.260 -7.480
C 2.441 -21.228 -6.692
H 3.762 -21.231 -11.058
H 4.295 -20.603 -9.558
H 3.263 -19.686 -10.513
H -2.053 -21.604 -7.866
H -1.086 -20.353 -7.138
H -1.080 -22.093 -6.580
H 2.042 -21.215 -5.678
H 3.491 -20.937 -6.645
H 2.373 -22.284 -6.953
C -6.289 -17.115 -10.147
O -5.458 -16.109 -9.563
P -3.871 -16.422 -9.328
O -3.082 -16.884 -10.551
O -3.282 -15.092 -8.634
C -1.924 -15.111 -8.112
O -3.911 -17.503 -8.072
C -2.731 -18.235 -7.582
H -5.922 -17.577 -11.064
H -7.216 -16.724 -10.566
H -6.660 -17.832 -9.415
H -1.360 -15.994 -8.411
H -1.805 -14.865 -7.056
H -1.457 -14.273 -8.629
H -3.029 -19.247 -7.307
H -2.369 -17.701 -6.704
H -1.980 -18.280 -8.371
C 0.132 -16.374 -10.879
O 0.407 -14.981 -10.905
P 1.427 -14.309 -9.847
O 1.045 -14.529 -8.421
O 2.880 -14.861 -10.146
C 3.250 -16.101 -9.698
O 1.452 -12.775 -10.348
C 2.424 -11.846 -9.909
H 0.748 -16.904 -11.606
H -0.929 -16.565 -11.040
H 0.410 -16.847 -9.937
H 3.466 -16.758 -10.541
H 2.458 -16.598 -9.138
H 4.096 -16.002 -9.018
H 3.121 -11.636 -10.720
H 2.958 -12.137 -9.005
H 1.992 -10.884 -9.634
C -3.137 -26.472 -9.248
O -2.162 -26.002 -10.109
P -2.487 -24.535 -10.789
O -2.814 -23.476 -9.764
O -1.277 -24.132 -11.764
C -0.008 -23.599 -11.320
O -3.699 -24.826 -11.792
C -3.598 -25.845 -12.745
H -2.588 -26.926 -8.422
H -3.500 -27.450 -9.564
H -4.042 -25.892 -9.071
H 0.171 -22.571 -11.635
H 0.735 -24.206 -11.837
H 0.090 -23.730 -10.242
H -2.702 -26.446 -12.595
H -3.644 -25.384 -13.732
H -4.402 -26.523 -12.461
C -2.956 -19.502 -13.391
C -1.772 -19.570 -12.436
C -2.215 -20.388 -11.206
S -4.041 -20.676 -11.356
O -4.730 -20.314 -10.140
O -4.389 -21.898 -12.084
C -4.259 -19.323 -12.614
H -2.992 -20.369 -14.051
H -2.892 -18.666 -14.088
H -1.449 -18.579 -12.118
H -0.845 -19.959 -12.857
H -2.014 -19.914 -10.245
H -1.770 -21.380 -11.279
H -4.279 -18.294 -12.257
H -5.205 -19.517 -13.119
C -6.699 -23.121 -10.351
C -7.880 -23.117 -9.347
C -7.850 -24.409 -8.533
S -7.473 -25.659 -9.820
O -8.708 -26.286 -10.366
O -6.395 -26.533 -9.383
C -6.880 -24.433 -11.120
H -5.793 -22.964 -9.765
H -6.765 -22.254 -11.009
H -8.773 -23.115 -9.972
H -7.765 -22.176 -8.809
H -8.757 -24.747 -8.033
H -7.039 -24.296 -7.814
H -7.706 -24.344 -11.826
H -6.043 -24.826 -11.697
C -3.586 -17.844 -17.357
C -4.202 -19.118 -17.984
C -3.174 -20.315 -17.978
S -1.561 -19.594 -17.578
O -0.697 -20.008 -18.659
O -1.332 -19.796 -16.150
C -2.122 -17.868 -17.865
H -3.500 -17.891 -16.271
H -4.146 -16.930 -17.559
H -4.445 -18.910 -19.026
H -5.166 -19.365 -17.541
H -3.167 -20.749 -18.978
H -3.362 -21.089 -17.234
H -1.997 -17.740 -18.941
H -1.329 -17.302 -17.377
C -7.876 -24.227 -16.145
C -6.963 -24.438 -14.955
C -6.488 -23.159 -14.371
S -7.974 -22.007 -14.464
O -7.541 -20.703 -14.998
O -8.763 -22.061 -13.220
C -8.881 -23.084 -15.759
H -8.359 -25.170 -16.403
H -7.324 -23.920 -17.033
H -6.227 -25.232 -15.082
H -7.582 -24.861 -14.164
H -5.841 -22.640 -15.078
H -6.103 -23.085 -13.354
H -9.281 -22.477 -16.571
H -9.758 -23.479 -15.246
C -7.292 -20.353 -6.043
C -5.850 -19.912 -6.304
C -5.057 -20.496 -5.124
S -6.201 -20.511 -3.665
O -5.816 -19.428 -2.766
O -6.272 -21.927 -3.219
C -7.698 -20.053 -4.574
H -7.483 -21.373 -6.378
H -7.889 -19.851 -6.804
H -5.753 -18.832 -6.408
H -5.538 -20.339 -7.258
H -4.133 -19.980 -4.862
H -4.769 -21.533 -5.297
H -7.944 -18.994 -4.490
H -8.480 -20.634 -4.085
C 1.649 -21.352 -16.021
C 2.147 -22.523 -15.158
C 2.437 -21.954 -13.735
S 3.087 -20.268 -13.979
O 4.548 -20.147 -13.737
O 2.160 -19.375 -13.219
C 2.673 -20.263 -15.787
H 0.651 -21.048 -15.708
H 1.508 -21.562 -17.081
H 3.086 -22.986 -15.462
H 1.419 -23.330 -15.076
H 3.175 -22.537 -13.185
H 1.488 -21.761 -13.233
H 3.635 -20.451 -16.263
H 2.412 -19.218 -15.954
*
```

Values from the calculation:
Frontier orbital gap (eV): 10.10
ΔE to the lowest compared entry with this formula, charge and spin (eV): 0.000
LUMO (eV): 0.15
E (eV): -260408.822

The following is a DFT calculation (ωB97M-V/def2-TZVPD) of a 12-piece molecular cluster, C45H118BF4N8O21 overall in a non-equilibrium geometry.

The geometry in ORCA input format:
```
! RIJCOSX wB97M-V def2-TZVPD def2/J DEFGRID3
* xyz -1 1
B 3.615 2.038 -34.022
F 3.604 3.194 -34.839
F 2.326 1.474 -33.963
F 4.537 1.151 -34.572
F 4.011 2.344 -32.717
C 0.971 -1.903 -34.358
O 0.278 -1.458 -33.443
N 0.931 -3.184 -34.769
N 1.861 -1.116 -35.022
H 0.237 -3.825 -34.404
H 1.596 -3.542 -35.442
H 2.479 -1.436 -35.780
H 2.042 -0.176 -34.700
C -1.469 8.453 -29.153
O -0.439 7.665 -28.598
C -0.508 6.315 -28.959
C 0.712 5.480 -28.542
N 1.943 6.108 -28.985
C 3.092 5.405 -28.375
C 3.615 4.383 -29.385
O 4.829 3.832 -28.859
C 5.077 2.480 -29.189
H -1.677 8.126 -30.178
H -1.105 9.475 -29.246
H -2.409 8.418 -28.599
H -0.540 6.287 -30.057
H -1.370 5.770 -28.555
H 0.540 4.466 -28.907
H 0.636 5.416 -27.445
H 1.895 7.060 -28.643
H 2.870 4.933 -27.414
H 3.829 6.176 -28.135
H 3.724 4.776 -30.393
H 2.856 3.595 -29.345
H 4.271 1.845 -28.808
H 6.074 2.280 -28.803
H 5.092 2.284 -30.268
C -2.180 -5.106 -34.476
O -1.120 -4.954 -33.546
C -0.791 -6.152 -32.875
C 0.244 -5.874 -31.757
N 1.459 -5.373 -32.311
C 2.463 -5.185 -31.270
C 3.486 -4.134 -31.687
O 2.904 -2.880 -31.876
C 3.802 -1.867 -32.341
H -2.462 -4.159 -34.926
H -3.043 -5.456 -33.896
H -1.962 -5.911 -35.184
H -0.336 -6.939 -33.487
H -1.696 -6.629 -32.477
H 0.343 -6.863 -31.290
H -0.207 -5.303 -30.934
H 1.334 -4.521 -32.847
H 3.021 -6.107 -31.067
H 2.020 -4.975 -30.289
H 3.969 -4.477 -32.615
H 4.296 -4.045 -30.951
H 4.490 -1.556 -31.554
H 3.215 -0.992 -32.602
H 4.326 -2.259 -33.217
C 2.490 12.103 -38.874
O 2.123 11.281 -37.801
C 2.197 9.890 -38.006
C 1.987 9.169 -36.708
N 3.043 9.265 -35.690
C 4.284 8.612 -36.056
C 4.220 7.073 -36.125
O 3.621 6.714 -37.347
C 3.305 5.318 -37.363
H 3.530 12.062 -39.220
H 2.295 13.137 -38.598
H 1.942 11.821 -39.781
H 3.121 9.591 -38.516
H 1.424 9.549 -38.708
H 1.624 8.154 -36.889
H 1.071 9.623 -36.310
H 2.601 9.054 -34.811
H 5.050 8.865 -35.318
H 4.672 8.980 -37.005
H 3.646 6.675 -35.274
H 5.198 6.608 -35.935
H 3.173 5.060 -38.413
H 2.402 5.153 -36.768
H 4.060 4.627 -36.977
C -5.373 4.646 -33.993
O -4.405 4.126 -34.873
C -4.067 5.000 -35.931
C -3.511 4.245 -37.145
N -2.178 3.695 -36.987
C -1.478 3.738 -38.288
C -0.271 2.804 -38.296
O 0.724 3.316 -37.407
C 1.791 2.375 -37.268
H -4.878 5.367 -33.335
H -5.857 3.859 -33.418
H -6.194 5.119 -34.544
H -3.331 5.707 -35.521
H -4.904 5.627 -36.256
H -3.771 4.926 -37.969
H -4.152 3.378 -37.340
H -1.613 4.389 -36.501
H -1.145 4.748 -38.561
H -2.127 3.479 -39.129
H 0.177 2.609 -39.273
H -0.664 1.884 -37.850
H 2.464 2.907 -36.595
H 2.276 2.086 -38.203
H 1.526 1.457 -36.733
C 9.913 4.117 -33.317
O 10.644 5.152 -32.703
C 10.699 5.076 -31.288
C 9.314 5.196 -30.605
N 8.859 6.563 -30.388
C 7.575 6.510 -29.690
C 6.440 5.836 -30.517
O 6.438 6.268 -31.843
C 5.380 5.680 -32.563
H 10.036 3.109 -32.905
H 10.319 4.018 -34.327
H 8.855 4.381 -33.377
H 11.314 5.850 -30.831
H 11.080 4.064 -31.109
H 9.456 4.714 -29.633
H 8.613 4.580 -31.176
H 8.642 6.923 -31.315
H 7.333 7.551 -29.453
H 7.620 6.037 -28.707
H 5.519 6.209 -30.053
H 6.489 4.748 -30.446
H 4.375 5.961 -32.227
H 5.461 4.592 -32.529
H 5.350 6.003 -33.603
C 0.094 -6.598 -39.365
O 1.337 -6.287 -38.793
C 1.311 -6.193 -37.369
C 2.698 -5.923 -36.859
N 3.085 -4.585 -37.221
C 4.469 -4.300 -36.925
C 4.772 -2.834 -37.273
O 3.912 -1.843 -36.764
C 4.386 -0.522 -36.942
H -0.726 -5.999 -38.959
H -0.093 -7.669 -39.221
H 0.157 -6.418 -40.438
H 0.983 -7.188 -37.042
H 0.558 -5.464 -37.062
H 3.371 -6.705 -37.244
H 2.734 -6.049 -35.776
H 2.887 -4.342 -38.183
H 5.215 -4.858 -37.507
H 4.731 -4.431 -35.873
H 4.845 -2.736 -38.363
H 5.794 -2.687 -36.899
H 5.340 -0.412 -36.412
H 3.750 0.203 -36.441
H 4.628 -0.259 -37.974
C -0.556 5.808 -34.278
C 0.269 4.527 -34.388
O 1.509 4.664 -33.709
O 0.143 6.852 -34.913
H -0.642 6.044 -33.212
H -1.569 5.631 -34.639
H 0.319 4.244 -35.444
H -0.208 3.684 -33.873
H 2.112 3.983 -34.031
H 0.719 7.322 -34.311
C 6.738 0.133 -32.622
C 7.906 -0.057 -33.560
O 7.746 -1.239 -34.340
O 6.732 -0.802 -31.533
H 5.866 0.027 -33.274
H 6.645 1.161 -32.257
H 8.806 -0.154 -32.938
H 7.981 0.859 -34.145
H 7.595 -1.921 -33.672
H 7.426 -0.359 -31.028
C 6.987 3.737 -35.943
C 6.786 2.638 -37.003
O 5.428 2.395 -37.231
O 6.471 3.308 -34.680
H 6.539 4.675 -36.286
H 8.028 3.954 -35.697
H 7.379 1.751 -36.756
H 7.242 3.038 -37.914
H 4.982 2.185 -36.401
H 5.507 3.231 -34.722
C -0.871 2.759 -30.595
C 0.598 2.651 -31.005
O 0.765 1.603 -31.924
O -1.331 1.432 -30.233
H -1.560 3.103 -31.369
H -0.966 3.371 -29.692
H 1.115 2.490 -30.044
H 1.037 3.597 -31.342
H 1.614 1.776 -32.373
H -2.229 1.566 -29.915
*
```

Values from the calculation:
Frontier orbital gap (eV): 8.43
LUMO (eV): 2.15
E (eV): -115042.359